Entry 1:
Computed, not measured: a 2-piece molecular cluster, C2H9N4O overall, with the ωB97M-V functional and the def2-TZVPD basis.

CARTESIAN COORDINATES (ANGSTROEM)
N -0.601 2.737 1.515
C 0.165 1.549 1.564
N 1.430 1.607 2.203
O -0.197 0.524 1.004
H -0.557 3.159 0.597
H -1.560 2.418 1.610
H 1.628 0.662 2.505
H 2.151 1.856 1.540
N -1.131 -2.246 -0.890
C -0.032 -2.183 -1.579
N 0.313 -1.105 -2.255
H -1.878 -1.587 -1.036
H -1.364 -3.063 -0.355
H 0.708 -2.963 -1.444
H 1.168 -1.092 -2.783
H -0.244 -0.272 -2.195

Values from the calculation:
HOMO level: -0.4608 hartree
Charge: +1
Energy relative to the best compared isomer or geometry (same formula, charge and spin): 150.5 kJ/mol

Entry 2:
Computed, not measured: a 3-piece molecular cluster, C4H16NO2 overall, with the ωB97M-V functional and the def2-TZVPD basis.

CARTESIAN COORDINATES (ANGSTROEM)
C 0.067 -0.773 -1.344
C -0.769 0.499 -1.081
C -1.308 1.056 -2.379
C 0.024 1.552 -0.297
N -0.144 -1.725 -0.185
H 1.110 -0.560 -1.269
H -0.399 -1.311 -2.158
H -1.591 0.220 -0.447
H -0.600 1.593 -3.009
H -2.035 1.833 -2.195
H -1.952 0.351 -3.032
H 0.760 2.060 -0.950
H -0.567 2.407 -0.015
H 0.564 1.143 0.536
H -1.106 -1.580 0.163
H 0.504 -1.536 0.619
H -0.030 -2.711 -0.407
H 2.960 -0.686 1.186
H 1.761 -0.625 2.152
O 2.043 -0.960 1.290
H 0.240 0.673 4.466
H 0.228 -0.828 4.492
O 0.241 -0.092 3.865

Values from the calculation:
HOMO level: -0.5615 hartree
Charge: +1
Energy relative to the best compared isomer or geometry (same formula, charge and spin): 78.5 kJ/mol

Entry 3:
Computed, not measured: C5H14ClLuO3STi as an isolated structure, with the ωB97M-V functional and the def2-TZVPD basis.

CARTESIAN COORDINATES (ANGSTROEM)
Lu 0.926 -1.644 -0.124
Cl -1.786 -1.860 -0.148
C 1.335 -0.624 -2.067
H 2.187 0.069 -2.105
H 0.496 0.006 -2.379
H 1.527 -1.256 -2.964
Ti -2.965 0.433 0.037
C -3.963 0.472 1.865
C -4.293 0.424 -1.542
C -1.920 2.062 -0.103
H -4.001 1.317 -2.102
H -4.095 -0.469 -2.139
H -5.341 0.480 -1.261
H -3.601 1.332 2.437
H -5.046 0.525 1.726
H -3.693 -0.465 2.369
H -1.254 2.350 -0.910
H -1.566 2.278 0.941
C 4.451 -0.892 0.650
S 2.963 -0.876 1.668
O 3.309 -0.762 3.044
O 1.883 0.027 1.009
O 2.375 -2.270 1.348
H 5.241 -0.279 1.103
H 4.191 -0.487 -0.341
H 4.806 -1.940 0.556

Values from the calculation:
HOMO level (spin up / spin down): -0.2484 / -0.2485 hartree
Energy relative to the best compared isomer or geometry (same formula, charge and spin): 175.8 kJ/mol

Entry 4:
Computed, not measured: one molecule with the formula C6H11N3, with the ωB97M-V functional and the def2-TZVPD basis.

CARTESIAN COORDINATES (ANGSTROEM)
C -1.859 -0.379 -0.969
C 0.419 -0.549 0.753
C 0.908 0.698 0.679
C -0.381 -0.398 -1.176
N -0.311 -1.055 1.837
N 0.716 1.697 1.569
C 1.545 1.127 -0.824
C 0.375 -1.512 -0.675
N 1.171 1.540 -1.952
H -0.132 -2.033 2.014
H -1.311 -0.920 1.713
H 0.338 1.419 2.465
H 1.303 2.512 1.503
H 0.147 1.722 -1.926
H 2.603 1.311 -0.586
H -2.266 -1.230 -0.404
H -2.306 -0.366 -1.968
H -2.189 0.536 -0.470
H -0.134 -2.459 -0.485
H 1.366 -1.659 -1.099

Values from the calculation:
HOMO level: -0.2519 hartree
Energy relative to the best compared isomer or geometry (same formula, charge and spin): 595.7 kJ/mol

Entry 5:
Computed, not measured: C46H49BN12O3Si2W as an isolated structure, with the ωB97M-V functional and the def2-TZVPD basis.

CARTESIAN COORDINATES (ANGSTROEM)
W -0.517 0.235 -0.583
C 3.421 0.234 3.664
N 2.305 0.615 2.805
C 1.644 -0.098 1.904
N 0.721 0.666 1.323
C 0.877 1.875 1.944
N 1.829 1.877 2.836
C 4.760 0.153 2.958
C 5.895 0.086 3.763
C 7.156 0.007 3.199
C 7.303 -0.025 1.820
C 6.174 0.027 1.012
C 4.904 0.128 1.582
C 6.360 -0.061 -0.436
N 7.419 0.166 -1.122
N 7.136 -0.163 -2.441
C 5.922 -0.567 -2.473
O 5.332 -0.519 -1.229
C 5.126 -1.064 -3.595
C 5.445 -0.674 -4.895
C 4.698 -1.161 -5.952
C 3.634 -2.026 -5.722
C 3.323 -2.429 -4.431
C 2.198 -3.408 -4.179
N 1.379 -2.981 -3.041
C 0.872 -1.781 -2.804
N 0.286 -1.770 -1.609
C 0.473 -3.049 -1.163
N 1.129 -3.804 -2.005
C 4.077 -1.948 -3.366
H 3.177 -0.716 4.142
H 3.449 0.997 4.439
H 1.843 -1.137 1.695
H 0.272 2.743 1.738
H 5.790 0.105 4.841
H 8.030 -0.037 3.834
H 8.280 -0.098 1.364
H 4.034 0.190 0.942
H 6.273 0.002 -5.060
H 4.939 -0.862 -6.963
H 3.052 -2.395 -6.557
H 2.568 -4.395 -3.909
H 1.561 -3.512 -5.057
H 0.952 -0.955 -3.491
H 0.121 -3.421 -0.218
H 3.870 -2.288 -2.356
O -2.467 2.658 0.459
B -1.864 1.452 0.792
O -2.159 1.117 2.108
C -2.981 2.125 2.586
C -3.557 2.253 3.829
C -4.341 3.386 4.026
C -4.526 4.331 3.020
C -3.936 4.186 1.767
C -3.167 3.060 1.586
H -3.409 1.516 4.605
H -4.818 3.537 4.985
H -5.143 5.197 3.216
H -4.075 4.914 0.980
N -1.791 6.823 -3.584
C -1.472 8.154 -3.726
C -2.099 9.204 -4.395
C -1.481 10.431 -4.314
C -0.283 10.619 -3.594
C 0.331 9.581 -2.936
C -0.279 8.323 -3.006
N 0.110 7.126 -2.451
C -0.803 6.263 -2.815
C -0.754 4.867 -2.416
C -1.711 3.918 -2.757
C -1.589 2.623 -2.305
N -0.562 2.195 -1.552
C 0.374 3.123 -1.231
C 0.317 4.429 -1.627
H -2.572 6.358 -4.011
H -3.018 9.069 -4.949
H -1.926 11.280 -4.816
H 0.157 11.606 -3.564
H 1.249 9.717 -2.382
H -2.576 4.161 -3.359
H -2.346 1.898 -2.547
H 1.199 2.790 -0.617
H 1.087 5.130 -1.337
N 2.724 0.455 -1.368
C 1.595 0.475 -1.134
H 3.731 0.280 -1.443
C -4.199 -0.458 -3.871
Si -2.442 -0.839 -3.364
C -2.111 -2.644 -3.769
C -1.290 0.219 -4.437
C -2.309 -0.367 -1.524
Si -2.909 -1.616 -0.243
C -1.489 -1.709 1.063
C -3.209 -3.372 -0.788
C -4.424 -0.951 0.609
H -4.367 -0.692 -4.924
H -4.445 0.597 -3.726
H -4.912 -1.044 -3.286
H -1.886 -2.712 -4.837
H -3.004 -3.245 -3.599
H -1.296 -3.123 -3.226
H -1.821 1.089 -4.828
H -0.963 -0.357 -5.307
H -0.401 0.602 -3.932
H -3.065 0.429 -1.445
H -1.329 -2.759 1.322
H -1.728 -1.155 1.968
H -0.443 -1.418 0.805
H -2.340 -3.858 -1.231
H -4.034 -3.443 -1.498
H -3.498 -3.946 0.098
H -4.268 0.053 1.006
H -4.727 -1.594 1.438
H -5.259 -0.908 -0.094

Values from the calculation:
HOMO level (spin up / spin down): -0.4498 / -0.4520 hartree
Charge: +2
Energy relative to the best compared isomer or geometry (same formula, charge and spin): 104.2 kJ/mol
2S+1: 3
⟨S²⟩: 2.0149

Entry 6:
Computed, not measured: one molecule with the formula C18H22N2O3, with the ωB97M-V functional and the def2-TZVPD basis.

CARTESIAN COORDINATES (ANGSTROEM)
O 1.817 4.429 0.528
O -2.144 -3.619 -0.888
O 2.692 2.356 0.474
C 1.710 3.225 0.799
C -0.347 1.710 0.618
C -0.688 0.504 1.198
C -2.217 -1.565 -2.077
C -1.809 -1.639 0.299
C -1.912 -0.229 -2.093
C -2.186 -2.254 -0.859
C -1.295 -0.375 0.272
C -1.366 0.378 -0.940
N -0.781 1.662 -0.662
N 0.716 2.371 2.936
C -1.085 -4.086 -1.593
C 0.417 2.814 1.474
C 4.300 0.447 -0.481
C 3.934 2.957 -0.115
C -0.432 2.333 3.921
C 1.066 0.948 2.906
C 4.987 1.834 -0.295
C -1.236 1.083 3.559
C -0.257 0.287 2.653
H -2.720 -2.152 -2.832
H -1.750 -2.199 1.224
H -2.077 0.254 -3.033
H -0.444 2.172 -1.507
H -0.992 -5.185 -1.470
H -0.242 -3.566 -1.181
H -1.273 -3.881 -2.633
H -0.243 3.704 1.397
H 4.982 -0.294 -1.007
H 3.914 0.016 0.366
H 3.442 0.551 -1.128
H 3.555 3.388 -1.098
H 4.342 3.733 0.563
H -1.147 3.137 3.832
H -0.060 2.409 5.003
H 1.649 0.647 3.872
H 1.716 0.685 2.096
H 5.706 1.756 0.579
H 5.716 2.033 -1.155
H -1.641 0.581 4.435
H -2.179 1.234 3.051
H -0.329 -0.781 2.806

Values from the calculation:
HOMO level: -0.2867 hartree
Energy relative to the best compared isomer or geometry (same formula, charge and spin): 441.1 kJ/mol

Entry 7:
Computed, not measured: a 2-piece molecular cluster, FH2ISi overall, with the ωB97M-V functional and the def2-TZVPD basis.

CARTESIAN COORDINATES (ANGSTROEM)
F 0.697 0.173 1.459
Si 0.289 -0.009 -0.073
I -0.540 -2.265 -0.363
H 1.010 0.265 -1.211
H -1.456 1.836 0.188

Values from the calculation:
HOMO level (spin up / spin down): -0.3305 / -0.3302 hartree
Energy relative to the best compared isomer or geometry (same formula, charge and spin): 314.3 kJ/mol

Entry 8:
Computed, not measured: a 2-piece molecular cluster, C3H8N2O overall, with the ωB97M-V functional and the def2-TZVPD basis.

CARTESIAN COORDINATES (ANGSTROEM)
C 1.151 0.649 -0.269
C -1.039 0.408 -1.685
C -0.236 0.728 -0.466
N 0.677 -1.046 1.847
N -0.239 -1.194 1.014
O 1.618 0.670 0.915
H 1.654 0.428 -1.269
H -1.850 1.093 -1.978
H -0.455 0.329 -2.496
H -1.419 -0.561 -1.668
H -0.940 1.128 0.311
H 1.447 -1.713 1.850
H 0.631 -0.265 2.481
H -1.002 -0.654 1.412

Values from the calculation:
HOMO level (spin up / spin down): -0.2830 / -0.2831 hartree
Energy relative to the best compared isomer or geometry (same formula, charge and spin): 512.5 kJ/mol